Record 1
A structure of composition C42H98Cl2N14O18Pt at a distorted geometry. Source: the OMol25 dataset; level of theory: ωB97M-V with the def2-TZVPD basis set.

Values from the calculation:
<S²> = 2.004
Gap between HOMO and LUMO (alpha / beta) = 6.8244 / 7.4220 eV
LUMO energy (alpha / beta) = -0.618 / -0.618 eV
Molar mass = 1353.310 g mol⁻¹

Structure (ORCA input):
```
! RIJCOSX wB97M-V def2-TZVPD def2/J DEFGRID3
* xyz 0 3
Pt -2.75578 1.73501 2.63408
Cl -4.34105 3.04508 4.03545
Cl -0.23877 0.44979 0.35928
O 0.17942 -0.84909 -0.15106
O 0.85002 1.25251 0.77786
O -0.97372 1.15991 -0.66175
O -1.07975 0.26245 1.50657
C 0.13154 -0.14807 5.12208
C -0.50685 1.14651 5.14176
O -1.36287 1.53416 4.29989
N -0.12627 1.98584 6.08856
C -0.72246 3.34081 6.29190
H 0.34749 -0.38890 4.08119
H -0.65847 -0.86572 5.34338
H 1.01774 -0.23958 5.75007
H 0.45540 1.62806 6.83270
H -1.78311 3.37656 6.04318
H -0.31261 4.14351 5.67887
H -0.60404 3.71248 7.30970
C 6.28940 1.32704 -0.83969
C 6.20430 -0.17168 -0.85543
O 7.22041 -0.76107 -1.21544
N 5.10251 -0.85712 -0.52459
C 3.84038 -0.27726 -0.01360
H 6.01030 1.78289 0.11025
H 5.74245 1.70381 -1.70399
H 7.30834 1.64322 -1.06302
H 5.31406 -1.83946 -0.42277
H 2.93696 -0.62792 -0.51257
H 3.76494 0.78898 -0.22701
H 3.77531 -0.49162 1.05312
C 3.00443 -3.98518 -0.27454
C 2.84467 -3.73801 1.19192
O 3.35650 -4.48814 2.02753
N 2.12188 -2.65326 1.50099
C 1.85121 -2.12975 2.82243
H 3.75813 -4.74410 -0.48455
H 3.36061 -3.04035 -0.68507
H 2.11586 -4.44765 -0.70426
H 1.70849 -2.26721 0.66422
H 0.94443 -2.56816 3.23912
H 1.72926 -1.05330 2.70213
H 2.70251 -2.29655 3.48241
C -0.93837 3.15250 -8.11840
C -1.70757 3.19491 -6.77046
O -2.91384 3.45371 -6.77161
N -1.07494 2.83296 -5.65871
C -1.75290 2.71373 -4.35475
H -0.95617 4.13141 -8.59750
H -1.38466 2.38344 -8.74884
H 0.12042 2.91956 -8.00536
H -0.15274 2.42684 -5.72739
H -1.14623 2.91534 -3.47192
H -2.22087 1.73862 -4.21959
H -2.60885 3.37581 -4.22406
C 3.64031 4.04006 -0.28377
C 2.98720 5.29960 -0.66890
O 1.99001 5.67530 -0.09808
N 3.55478 5.98277 -1.67752
C 2.99469 7.17566 -2.25044
H 4.36324 3.75523 -1.04819
H 2.90555 3.24034 -0.19066
H 4.09897 4.26420 0.67930
H 4.33913 5.55115 -2.14506
H 1.92583 7.10010 -2.45026
H 3.53710 7.36234 -3.17728
H 3.15819 8.06640 -1.64383
C 4.78600 1.03898 6.64738
C 3.80180 1.84882 5.84546
O 3.13284 2.68342 6.43475
N 3.75306 1.51634 4.54182
C 2.96582 2.19788 3.58275
H 5.78099 0.87160 6.23496
H 4.29938 0.11124 6.94838
H 5.02205 1.51637 7.59842
H 4.31479 0.72271 4.26849
H 3.23307 1.90741 2.56672
H 3.10070 3.27108 3.71742
H 1.89906 2.06891 3.76576
C -5.65105 -2.67478 -0.62428
C -5.09202 -3.90802 0.17869
O -5.14920 -3.81652 1.37452
N -4.58337 -4.95876 -0.40950
C -4.27616 -5.06462 -1.80812
H -5.27640 -1.72304 -0.24752
H -6.73882 -2.67736 -0.55459
H -5.35800 -2.70261 -1.67377
H -4.20030 -5.68764 0.17538
H -5.24115 -5.22335 -2.28944
H -3.68184 -5.96606 -1.95745
H -3.82615 -4.18671 -2.27168
C 0.00604 4.96174 2.58816
C -0.91522 4.41281 1.50880
O -1.81856 3.59592 1.79604
N -0.59680 4.71725 0.27680
C -1.43615 4.29192 -0.85082
H 1.04582 4.79673 2.30579
H -0.29494 4.54508 3.54935
H -0.18312 6.01208 2.80976
H 0.31329 5.12886 0.12706
H -2.38387 3.88084 -0.50302
H -0.82969 3.63276 -1.47195
H -1.70256 5.20736 -1.37911
C -0.97237 -3.86748 -1.34179
C -0.86222 -5.14708 -2.09148
O -0.27294 -6.10869 -1.58201
N -1.42657 -5.24698 -3.28822
C -1.38655 -6.41273 -4.15940
H -1.53166 -3.12861 -1.91569
H -0.02440 -3.36333 -1.15398
H -1.42261 -4.08653 -0.37360
H -1.85656 -4.40826 -3.65122
H -2.13254 -7.17624 -3.93884
H -0.37245 -6.81092 -4.12571
H -1.56417 -6.11667 -5.19327
C 3.51307 2.84733 -6.51183
C 2.59034 2.28633 -5.36794
O 1.54570 1.64297 -5.68979
N 2.98507 2.54508 -4.16095
C 2.25676 2.16334 -2.96477
H 3.56146 2.24793 -7.42093
H 4.49580 2.99828 -6.06510
H 3.01844 3.78686 -6.75821
H 3.86616 3.00197 -3.97379
H 1.93977 3.03659 -2.39466
H 2.93185 1.64081 -2.28705
H 1.42629 1.46859 -3.09023
C -2.78851 -2.43199 3.03645
C -3.36285 -1.28702 3.82025
O -3.51327 -0.18440 3.27106
N -3.58010 -1.47106 5.13208
C -3.82727 -0.41810 6.08322
H -2.92060 -2.28204 1.96493
H -3.22229 -3.39966 3.28852
H -1.69971 -2.46832 3.00025
H -3.65715 -2.40913 5.49838
H -4.47037 0.34277 5.64094
H -2.89291 0.02480 6.42805
H -4.25236 -0.79656 7.01282
C 1.02982 -7.57740 5.81910
C 0.38910 -7.33227 4.53681
O -0.16333 -8.27946 3.92848
N 0.38750 -6.08052 4.01979
C -0.09634 -5.69592 2.68586
H 1.54691 -8.53643 5.85058
H 0.34232 -7.60020 6.66463
H 1.65804 -6.76230 6.17835
H 0.98164 -5.39530 4.46428
H -0.49297 -4.68111 2.65528
H -0.76317 -6.45052 2.26872
H 0.74917 -5.52894 2.01853
C -5.28081 3.34070 0.27352
C -4.52732 2.07549 -0.05545
O -3.92763 1.53590 0.86936
N -4.58219 1.62021 -1.31347
C -4.00239 0.33020 -1.75070
H -5.78641 3.64061 -0.64437
H -4.55985 4.13665 0.45997
H -6.01682 3.15063 1.05472
H -4.97125 2.20622 -2.03828
H -3.61823 0.50023 -2.75650
H -4.77717 -0.40719 -1.96061
H -3.16992 -0.15669 -1.24273
C 0.25923 -1.29955 -4.03866
C -0.98474 -1.48363 -4.82179
O -1.93879 -2.22139 -4.43942
N -1.04270 -0.81028 -5.99485
C -2.11498 -0.91971 -6.94226
H 0.69278 -2.25647 -3.74810
H -0.03027 -0.60179 -3.25288
H 0.97320 -0.73582 -4.63911
H -0.31985 -0.11548 -6.11667
H -2.84512 -1.66516 -6.62715
H -1.93994 -1.15887 -7.99119
H -2.67665 0.01368 -6.97971
*
```

=====

Record 2
A structure of composition C42H99N13O12 at a distorted geometry. Source: the OMol25 dataset; level of theory: ωB97M-V with the def2-TZVPD basis set.

Values from the calculation:
Energy above the lowest of the compared OMol25 structures with the same formula, charge and spin = 752.6 kcal per mole
Gap between HOMO and LUMO = 6.1570 eV
LUMO energy = -0.395 eV
Molar mass = 978.333 g mol⁻¹

Structure (ORCA input):
```
! RIJCOSX wB97M-V def2-TZVPD def2/J DEFGRID3
* xyz 0 1
C -6.97038 -3.00279 4.44129
C -7.18947 -1.69352 3.68689
N -6.20583 -0.60713 3.87070
C -6.12453 -0.23703 5.28177
C -7.46306 0.18615 5.88395
C -4.89837 -1.05068 3.36488
C -3.92269 0.09766 3.21682
H -5.98149 -3.45155 4.33057
H -7.71919 -3.72532 4.10701
H -7.12404 -2.98305 5.52606
H -7.13709 -1.90411 2.61865
H -8.16829 -1.30592 3.96556
H -5.71451 -1.07490 5.86586
H -5.46309 0.61068 5.46711
H -8.16628 -0.64299 5.98326
H -7.31439 0.60336 6.88124
H -7.98309 0.94932 5.30205
H -4.98787 -1.61021 2.43277
H -4.52249 -1.82744 4.04950
H -2.99890 -0.32771 2.81260
H -3.65600 0.54133 4.17567
H -4.26245 0.88512 2.54722
C -2.35745 -3.04946 2.34964
O -3.39888 -3.66151 2.19985
N -1.57817 -3.14741 3.44547
C -0.45029 -2.29914 3.72585
C -1.93960 -4.05281 4.53300
H -1.91047 -2.28843 1.68516
H 0.52205 -2.72193 3.45475
H -0.41327 -2.01690 4.77987
H -0.52426 -1.33213 3.22076
H -2.36135 -4.99237 4.18455
H -1.05924 -4.18257 5.15586
H -2.71551 -3.56775 5.13799
C 0.47647 1.55563 3.81617
O -0.56085 0.90798 3.76392
N 1.54753 1.13864 4.48063
C 2.80344 1.86549 4.46835
C 1.55906 -0.10079 5.25356
H 0.57447 2.55200 3.36800
H 3.08425 2.21383 5.46172
H 2.79107 2.62756 3.69118
H 3.61694 1.20814 4.14021
H 2.00885 -0.83943 4.58116
H 2.14653 -0.02363 6.16401
H 0.55620 -0.46826 5.44813
C 1.35571 -4.20054 0.96223
O 0.35356 -3.72487 0.46161
N 2.51790 -4.37288 0.30873
C 3.71697 -4.79481 1.02677
C 2.68104 -3.84637 -1.02432
H 1.40074 -4.49834 2.01649
H 3.51388 -5.00330 2.07328
H 4.39436 -3.94049 0.95529
H 4.17384 -5.67134 0.56897
H 1.73277 -3.61032 -1.49499
H 3.32924 -2.96283 -1.02933
H 3.20093 -4.54687 -1.68436
C 1.87509 -1.24319 2.80495
O 1.08584 -2.15885 2.89907
N 2.92451 -0.99478 3.61757
C 3.20038 -1.72897 4.83934
C 3.79979 0.12871 3.35932
H 1.80367 -0.49461 2.00111
H 2.48066 -2.54693 4.88422
H 3.01289 -1.06304 5.68274
H 4.20172 -2.15603 4.85318
H 4.01278 0.68191 4.27518
H 4.74175 -0.20626 2.91487
H 3.42594 0.86891 2.64846
C 0.17572 0.93530 -1.17904
O -0.78450 1.68289 -1.20398
N 0.39643 -0.08010 -0.31126
C 1.53046 -0.98279 -0.45810
C -0.47225 -0.41437 0.80786
H 1.02314 0.99362 -1.89186
H 2.12781 -0.90560 0.45377
H 2.10888 -0.78078 -1.35516
H 1.15593 -2.01064 -0.48329
H 0.04678 -0.29263 1.75516
H -1.40882 0.13805 0.81929
H -0.76151 -1.45871 0.65893
C 1.56416 -1.23278 -5.66094
O 1.23944 -1.34977 -6.83274
N 2.82085 -1.12742 -5.22622
C 3.09191 -1.14052 -3.80256
C 3.95278 -1.22904 -6.13529
H 0.85102 -1.16167 -4.82565
H 3.91061 -0.48314 -3.52231
H 3.31971 -2.16057 -3.47782
H 2.19540 -0.92752 -3.22000
H 4.85706 -1.51192 -5.60097
H 3.72175 -1.95099 -6.91673
H 4.17327 -0.28093 -6.63299
C 2.99150 1.86187 0.54161
O 3.70052 0.97785 0.99682
N 3.07011 2.38984 -0.69968
C 2.27081 3.57317 -0.97431
C 4.00519 1.98087 -1.71788
H 2.13268 2.26950 1.09224
H 1.70094 3.41235 -1.89212
H 2.97764 4.39610 -1.13624
H 1.56981 3.90447 -0.21386
H 4.61382 1.15892 -1.34757
H 3.49548 1.63125 -2.61997
H 4.61291 2.84258 -2.00444
C 1.45541 3.11602 -4.68772
O 1.25998 1.97575 -4.29334
N 1.86356 3.34487 -5.94447
C 2.06847 4.65699 -6.52156
C 2.05680 2.23651 -6.87119
H 1.37045 4.01159 -4.05660
H 3.09181 4.78008 -6.88525
H 1.98442 5.43045 -5.75482
H 1.39092 4.91607 -7.33450
H 2.39295 1.31492 -6.39961
H 1.09591 1.95966 -7.30652
H 2.77386 2.55002 -7.62388
C -3.99381 0.79119 -1.38240
O -4.75993 1.72282 -1.45004
N -4.10888 -0.36387 -2.08416
C -3.11155 -1.41147 -1.94456
C -5.19097 -0.67969 -2.97244
H -3.05336 0.84384 -0.81345
H -2.20844 -1.04564 -1.45371
H -2.71340 -1.73764 -2.91166
H -3.56250 -2.25730 -1.42302
H -6.03335 -0.00777 -2.80581
H -4.91537 -0.49631 -4.01769
H -5.52034 -1.71347 -2.86778
C 4.30857 -1.30152 -0.40987
O 4.17459 -2.33490 -1.02696
N 5.41119 -0.51378 -0.50867
C 5.55870 0.68968 0.28872
C 6.61719 -1.00433 -1.11336
H 3.56513 -0.82439 0.24240
H 6.29255 0.48345 1.07296
H 4.63438 1.09534 0.69216
H 5.99500 1.45800 -0.35589
H 6.94013 -0.28766 -1.87848
H 7.42303 -1.21625 -0.40853
H 6.48520 -1.89526 -1.72563
C -2.23526 2.10182 -4.46707
O -3.10516 2.71419 -3.88389
N -2.34728 1.69279 -5.75164
C -1.37774 0.80849 -6.37307
C -3.62026 1.74723 -6.44791
H -1.29650 1.73821 -4.02259
H -0.47870 0.65749 -5.77999
H -1.09389 1.19023 -7.35636
H -1.78564 -0.18728 -6.56938
H -3.41883 1.88092 -7.51356
H -4.19403 0.82018 -6.36721
H -4.20704 2.58393 -6.08133
C -2.46246 4.40576 -0.86348
O -3.52087 4.34571 -1.44605
N -2.30379 4.19356 0.45036
C -1.02277 4.34721 1.09484
C -3.37330 3.70807 1.29265
H -1.52928 4.65341 -1.39273
H -1.11755 4.79460 2.08636
H -0.44060 5.07437 0.52262
H -0.48112 3.39821 1.16964
H -3.08262 2.85177 1.90772
H -3.66808 4.51123 1.97399
H -4.23297 3.34727 0.73109
*
```

=====

Question: Which of these has the lowest molar mass?
Answer: C42H99N13O12